Record 1
22
Properties=species:S:1:pos:R:3:lowdin_charge:R:1 method="wB97M-V/def2-TZVPD" de_lowest_kcal_mol=0.0 multiplicity=3 s2=2.01 total_charge=0 energy_ev=-25326.9205 gap_ha="0.335 / 0.308" homo_ev="-8.504 / -9.821"
C 2.09 -0.46 0.29 -0.20
C 1.46 0.73 -0.40 -0.38
C 1.36 -0.46 1.45 -0.09
C -3.68 0.60 -0.11 -0.63
C 3.00 -1.51 -0.20 -0.06
C 1.96 1.14 -1.70 -0.04
C -4.02 0.00 1.26 0.00
N 0.60 1.31 0.39 0.05
N -2.74 -0.07 -0.77 -0.40
O -4.27 1.53 -0.61 0.08
O 0.52 0.56 1.48 -0.08
S -1.28 -0.55 -0.92 0.88
H 3.84 -0.92 -0.72 0.11
H 3.46 -2.09 0.56 0.06
H 2.60 -2.41 -0.68 0.09
H 2.58 0.38 -2.21 0.09
H 1.05 1.26 -2.26 0.06
H 2.45 2.19 -1.81 0.12
H -4.67 -0.90 1.04 0.12
H -4.50 0.74 1.86 0.07
H -3.10 -0.11 1.74 0.04
H 1.31 -0.97 2.34 0.12


Record 2
23
Properties=species:S:1:pos:R:3:lowdin_charge:R:1 method="wB97M-V/def2-TZVPD" de_lowest_kcal_mol=350.0 total_charge=0 energy_ev=-36150.9267 gap_ha=0.060 homo_ev=-5.220
C -3.60 -0.93 0.99 -0.40
C -2.60 -0.07 0.69 -0.35
C 0.02 0.47 -0.62 -0.40
C 0.29 1.79 0.07 -0.47
C 2.24 1.01 -0.63 -0.08
C 3.97 -0.54 -0.88 -0.18
C 5.15 -1.15 -0.39 -0.67
H -3.33 -2.25 -0.20 -0.05
H -4.70 -0.29 1.22 0.22
H -3.52 -1.13 1.93 0.07
H -2.30 1.00 1.26 0.17
H -8.47 -0.30 0.01 -0.35
H 0.38 0.45 -1.76 0.14
H 0.60 -0.15 -0.15 0.00
H 2.01 2.71 0.50 0.07
H 3.49 -0.71 -1.82 0.10
H 5.61 -1.99 -0.96 0.05
N 1.62 2.02 0.13 0.18
N 3.35 0.48 -0.23 0.08
O -4.02 -1.86 0.07 0.04
O -0.56 2.51 0.58 0.08
S -1.66 -0.25 -0.75 1.04
S 6.03 -0.82 0.95 0.70


Record 3
22
Properties=species:S:1:pos:R:3:lowdin_charge:R:1 method="wB97M-V/def2-TZVPD" de_lowest_kcal_mol=74.7 multiplicity=3 s2=2.03 total_charge=0 energy_ev=-16535.6355 gap_ha="0.247 / 0.259" homo_ev="-6.230 / -8.984"
C -0.38 -2.04 -0.70 -0.08
C -1.39 -1.01 -0.67 -0.04
C 0.78 -1.86 -0.10 -0.06
C -1.21 0.36 -0.51 -0.27
C 0.15 0.91 -0.78 -0.11
C 1.29 -0.62 0.41 -0.24
C -2.18 1.27 0.02 -0.10
N 1.28 -0.53 1.87 0.17
N 2.39 0.07 -0.10 -0.44
O 3.05 0.80 0.59 0.06
O 2.57 -0.12 -1.30 0.04
O 0.38 2.21 -0.40 0.05
H -0.67 -3.00 -0.98 0.09
H -2.36 -1.46 -0.75 0.10
H 1.34 -2.78 -0.09 0.12
H 0.71 0.65 -1.59 0.10
H -2.42 2.28 -0.56 0.13
H -1.94 1.74 0.99 0.08
H -3.22 0.81 0.34 0.12
H 1.78 0.36 2.18 0.13
H 0.47 -0.73 2.39 0.09
H -0.43 2.70 -0.27 0.07


Record 4
20
Properties=species:S:1:pos:R:3:lowdin_charge:R:1 method="wB97M-V/def2-TZVPD" de_lowest_kcal_mol=86.9 total_charge=0 energy_ev=-21232.1444 gap_ha="0.199 / 0.336" homo_ev="-7.416 / -8.553"
C -2.30 -1.02 0.67 0.02
C -1.22 -1.13 -0.19 -0.36
C -3.18 -0.15 -0.07 -0.81
C 0.09 -1.76 -0.03 -0.12
C 1.23 -0.66 0.30 -0.20
C 1.04 0.60 -0.47 -0.15
C 0.57 1.96 -0.01 -0.11
N -2.51 0.17 -1.23 0.00
N -1.36 -0.45 -1.31 0.11
S -4.70 0.35 0.40 0.69
H -2.39 -1.49 1.56 0.08
H 0.24 -2.44 0.78 0.09
H 0.43 -2.19 -1.09 0.15
H 1.26 -0.72 1.42 0.12
H 2.09 -1.09 -0.03 0.05
H 1.68 0.57 -1.39 0.10
H 0.78 2.68 -0.96 0.13
H 1.06 2.29 0.93 0.07
H -0.38 1.86 0.36 0.01
H -3.16 0.50 -1.89 0.13


Record 5
20
Properties=species:S:1:pos:R:3:lowdin_charge:R:1 method="wB97M-V/def2-TZVPD" de_lowest_kcal_mol=33.2 total_charge=0 energy_ev=-21234.4751 gap_ha=0.355 homo_ev=-9.005
C 2.35 -0.13 0.24 -0.18
C 0.37 1.78 -0.89 0.03
C -0.50 0.80 -1.04 -0.19
C 0.70 -1.80 -0.70 -0.38
C 1.15 -0.98 0.52 -0.34
C -0.95 -0.04 0.15 -0.81
C -2.15 0.59 0.82 -0.03
N 3.27 0.57 0.16 0.16
N 0.07 -0.13 1.10 -0.02
S -1.12 -1.74 -0.55 0.92
H 0.77 2.28 -1.84 0.10
H 1.07 2.00 -0.16 0.03
H -1.07 0.61 -1.92 0.09
H 0.90 -1.15 -1.54 0.06
H 1.10 -2.73 -0.89 0.05
H 1.44 -1.72 1.36 0.17
H -2.34 -0.04 1.73 0.11
H -3.02 0.74 0.34 0.05
H -1.77 1.53 1.11 0.08
H -0.26 -0.43 2.00 0.11


Record 6
21
Properties=species:S:1:pos:R:3:lowdin_charge:R:1 method="wB97M-V/def2-TZVPD" de_lowest_kcal_mol=107.1 total_charge=+1 energy_ev=-13928.3056 gap_ha=0.368 homo_ev=-14.179
C -3.00 1.06 -0.27 -0.26
C 0.23 1.79 0.32 0.06
C 1.40 1.28 -0.19 -0.17
C -0.15 -0.37 -0.29 -0.16
C 2.82 1.88 -0.22 0.04
C -0.87 -2.57 0.84 -0.09
C -0.90 -1.68 -0.43 -0.14
N -3.84 1.22 -1.05 0.22
N -0.68 0.81 0.11 0.04
N 1.16 -0.07 -0.53 0.21
O -2.07 0.81 0.66 0.09
H 0.01 2.80 0.68 0.17
H 3.50 1.17 -0.53 0.06
H 2.74 2.70 -0.88 0.09
H 3.12 2.05 0.78 0.09
H 0.12 -3.05 0.91 0.08
H -1.65 -3.37 0.75 0.09
H -1.46 -2.07 1.72 0.12
H -2.00 -1.40 -0.48 0.13
H -0.42 -2.27 -1.34 0.17
H 1.91 -0.71 -0.55 0.17